## A
Formula: C90H190N10O10
Source: the OMol25 dataset
Level of theory: wB97M-V/def2-TZVPD

CARTESIAN COORDINATES (ANGSTROEM)
C  -2.37  1.59  7.38
C  -1.66  1.16  6.08
C  -2.67  0.86  4.96
C  -3.29  2.01  4.21
C  -2.15  2.83  3.66
C  -1.11  3.26  4.71
N  -0.70  2.13  5.57
O  0.21  2.52  6.58
C  0.13  3.70  3.94
C  -1.68  4.38  5.59
C  -1.04  -0.22  6.32
H  -2.56  0.77  8.09
H  -3.34  2.05  7.21
H  -1.72  2.18  8.03
H  -2.22  0.23  4.18
H  -3.51  0.25  5.31
H  -3.95  2.60  4.86
H  -3.99  1.73  3.42
H  -2.46  3.78  3.22
H  -1.63  2.40  2.80
H  0.85  4.18  4.61
H  0.60  2.84  3.46
H  -0.02  4.44  3.15
H  -2.02  5.29  5.08
H  -2.56  4.01  6.13
H  -0.93  4.62  6.34
H  -1.74  -1.05  6.20
H  -0.45  -0.26  7.24
H  -0.35  -0.47  5.51
H  1.06  2.63  6.13
C  -1.40  1.31  -6.52
C  -0.99  0.58  -7.81
C  -1.21  -0.91  -7.66
C  -2.68  -1.31  -7.81
C  -3.18  -0.81  -9.15
C  -3.06  0.68  -9.41
N  -1.69  1.13  -8.99
O  -1.45  2.51  -9.09
C  -3.24  0.99  -10.88
C  -4.03  1.58  -8.65
C  0.52  0.77  -8.04
H  -2.41  1.10  -6.16
H  -1.30  2.39  -6.63
H  -0.80  1.01  -5.66
H  -0.75  -1.49  -8.46
H  -0.99  -1.28  -6.65
H  -3.26  -0.92  -6.96
H  -2.94  -2.37  -7.86
H  -4.23  -1.10  -9.21
H  -2.66  -1.30  -9.98
H  -2.82  1.94  -11.21
H  -2.78  0.26  -11.56
H  -4.28  0.83  -11.17
H  -5.08  1.44  -8.94
H  -3.97  1.51  -7.56
H  -3.91  2.66  -8.79
H  0.78  0.54  -9.08
H  1.05  -0.04  -7.53
H  0.94  1.71  -7.69
H  -0.69  2.53  -9.69
C  4.20  1.58  -3.19
C  4.49  0.41  -4.14
C  5.47  -0.57  -3.48
C  5.65  -1.89  -4.24
C  4.31  -2.58  -4.50
C  3.25  -1.64  -5.10
N  3.29  -0.32  -4.54
O  2.27  0.51  -5.05
C  3.53  -1.72  -6.62
C  1.91  -2.31  -4.76
C  5.16  1.08  -5.37
H  5.09  2.18  -3.02
H  3.81  1.30  -2.21
H  3.47  2.23  -3.67
H  6.45  -0.14  -3.26
H  5.05  -0.83  -2.50
H  6.29  -2.61  -3.73
H  6.19  -1.83  -5.19
H  4.04  -3.02  -3.53
H  4.59  -3.39  -5.17
H  3.65  -2.71  -7.04
H  2.70  -1.21  -7.12
H  4.45  -1.17  -6.82
H  1.94  -3.38  -4.97
H  1.58  -2.20  -3.71
H  1.07  -1.81  -5.26
H  6.11  1.56  -5.13
H  4.45  1.78  -5.81
H  5.47  0.44  -6.20
H  1.62  0.49  -4.33
C  7.39  5.78  2.63
C  6.51  5.44  1.41
C  6.79  3.95  1.13
C  5.80  3.36  0.12
C  4.38  3.55  0.61
C  4.01  4.95  1.06
N  5.10  5.54  1.84
O  4.78  6.87  2.22
C  3.60  5.82  -0.16
C  2.75  4.83  1.93
C  6.94  6.31  0.21
H  7.34  6.84  2.89
H  8.42  5.53  2.38
H  7.07  5.18  3.48
H  7.75  3.81  0.64
H  6.71  3.39  2.07
H  5.99  2.30  -0.06
H  5.94  3.78  -0.89
H  4.27  2.82  1.43
H  3.78  3.14  -0.21
H  4.46  6.14  -0.75
H  3.02  5.19  -0.83
H  3.12  6.75  0.14
H  1.93  4.29  1.45
H  3.00  4.19  2.79
H  2.43  5.79  2.31
H  8.01  6.16  0.06
H  6.75  7.36  0.42
H  6.44  5.97  -0.70
H  4.96  6.84  3.17
C  4.96  2.31  7.99
C  3.83  2.80  7.05
C  4.42  3.66  5.93
C  5.10  2.87  4.82
C  4.17  1.77  4.29
C  3.57  0.81  5.34
N  3.08  1.69  6.44
O  2.39  0.97  7.43
C  2.32  0.18  4.75
C  4.56  -0.29  5.75
C  2.88  3.64  7.89
H  4.74  1.34  8.42
H  5.08  2.98  8.85
H  5.95  2.25  7.54
H  3.74  4.43  5.55
H  5.25  4.24  6.35
H  6.06  2.48  5.17
H  5.19  3.54  3.96
H  4.85  1.20  3.64
H  3.44  2.22  3.62
H  1.75  -0.37  5.48
H  1.63  0.93  4.33
H  2.62  -0.47  3.92
H  5.39  0.11  6.33
H  4.03  -1.03  6.35
H  5.00  -0.78  4.88
H  3.38  4.44  8.44
H  2.38  3.15  8.72
H  2.14  4.11  7.24
H  1.44  1.02  7.21
C  -4.97  2.78  -3.00
C  -6.13  3.76  -2.74
C  -7.48  3.00  -2.79
C  -7.80  2.24  -1.48
C  -7.68  3.10  -0.26
C  -6.34  3.85  -0.15
N  -6.09  4.47  -1.48
O  -4.98  5.35  -1.42
C  -6.52  5.01  0.82
C  -5.20  2.90  0.31
C  -6.26  4.79  -3.86
H  -5.00  2.34  -4.00
H  -5.06  1.96  -2.29
H  -4.04  3.35  -2.97
H  -8.25  3.77  -2.83
H  -7.56  2.24  -3.57
H  -7.20  1.33  -1.39
H  -8.84  1.91  -1.62
H  -7.78  2.42  0.60
H  -8.54  3.75  -0.07
H  -7.38  5.63  0.57
H  -6.84  4.63  1.80
H  -5.64  5.63  1.00
H  -4.25  3.33  -0.01
H  -5.19  2.87  1.41
H  -5.34  1.89  -0.08
H  -6.23  4.42  -4.89
H  -5.32  5.37  -3.87
H  -7.09  5.49  -3.77
H  -5.38  6.23  -1.42
C  -2.01  -5.53  -6.01
C  -2.30  -5.06  -4.58
C  -3.81  -5.07  -4.39
C  -4.24  -4.83  -2.95
C  -3.49  -5.77  -1.98
C  -1.97  -5.82  -2.17
N  -1.67  -5.95  -3.61
O  -0.28  -6.10  -3.82
C  -1.29  -4.56  -1.56
C  -1.47  -7.06  -1.42
C  -1.76  -3.60  -4.53
H  -2.51  -6.50  -6.08
H  -0.95  -5.57  -6.22
H  -2.41  -4.89  -6.79
H  -4.23  -4.29  -5.03
H  -4.20  -6.05  -4.69
H  -5.33  -4.76  -2.86
H  -4.02  -3.79  -2.68
H  -3.90  -6.78  -2.06
H  -3.80  -5.35  -1.02
H  -1.17  -4.63  -0.48
H  -0.35  -4.35  -2.08
H  -1.99  -3.75  -1.77
H  -0.38  -7.12  -1.46
H  -1.78  -6.94  -0.38
H  -1.97  -7.95  -1.81
H  -0.68  -3.53  -4.63
H  -2.11  -3.12  -3.62
H  -2.23  -3.09  -5.37
H  -0.24  -6.89  -4.37
C  0.62  2.03  0.61
C  0.45  0.49  0.45
C  -0.69  0.06  1.40
C  -2.12  0.52  0.98
C  -2.32  -0.15  -0.35
C  -1.29  0.29  -1.42
N  0.04  0.06  -0.90
O  1.07  0.25  -1.86
C  -1.62  -0.72  -2.54
C  -1.66  1.71  -1.88
C  1.69  -0.23  0.96
H  0.98  2.42  -0.34
H  1.41  2.25  1.33
H  -0.33  2.52  0.85
H  -0.63  -1.02  1.56
H  -0.60  0.38  2.44
H  -2.29  1.60  0.96
H  -2.79  0.07  1.71
H  -3.33  -0.10  -0.76
H  -2.22  -1.24  -0.21
H  -1.11  -1.65  -2.28
H  -2.68  -0.93  -2.61
H  -1.21  -0.38  -3.49
H  -1.00  1.84  -2.74
H  -2.70  1.77  -2.17
H  -1.47  2.45  -1.10
H  2.49  0.05  0.27
H  1.61  -1.32  1.01
H  1.99  0.12  1.94
H  1.46  -0.63  -1.90
C  -3.50  -3.59  3.03
C  -4.93  -3.90  3.53
C  -5.33  -5.39  3.29
C  -4.72  -6.39  4.30
C  -5.18  -5.97  5.69
C  -4.88  -4.51  6.11
N  -5.13  -3.65  4.95
O  -5.14  -2.27  5.26
C  -5.88  -4.18  7.23
C  -3.40  -4.40  6.50
C  -5.89  -3.07  2.69
H  -3.39  -2.50  3.01
H  -3.21  -4.11  2.12
H  -2.80  -3.91  3.80
H  -6.42  -5.44  3.29
H  -4.86  -5.58  2.32
H  -3.64  -6.28  4.19
H  -4.99  -7.40  3.99
H  -4.67  -6.68  6.35
H  -6.25  -6.18  5.75
H  -6.06  -3.11  7.26
H  -6.81  -4.73  7.09
H  -5.46  -4.55  8.17
H  -3.17  -3.40  6.86
H  -3.19  -5.06  7.35
H  -2.69  -4.69  5.72
H  -5.77  -3.27  1.63
H  -5.82  -1.99  2.88
H  -6.93  -3.25  3.00
H  -6.08  -2.07  5.42
C  6.09  -3.02  2.57
C  5.25  -2.35  1.48
C  5.87  -2.41  0.09
C  5.75  -3.68  -0.74
C  4.26  -4.06  -0.75
C  3.69  -4.19  0.67
N  3.88  -2.92  1.42
O  3.24  -2.99  2.69
C  2.17  -4.35  0.50
C  4.23  -5.45  1.36
C  5.08  -0.87  1.86
H  5.65  -2.94  3.57
H  7.13  -2.68  2.54
H  6.19  -4.11  2.48
H  5.38  -1.59  -0.46
H  6.91  -2.07  0.12
H  6.36  -4.44  -0.25
H  6.13  -3.58  -1.75
H  4.17  -5.06  -1.19
H  3.71  -3.40  -1.41
H  1.77  -5.22  -0.02
H  1.59  -4.43  1.44
H  1.71  -3.46  0.06
H  5.32  -5.48  1.39
H  3.82  -5.59  2.36
H  3.88  -6.30  0.77
H  4.64  -0.26  1.06
H  6.11  -0.59  2.09
H  4.43  -0.64  2.71
H  2.42  -2.54  2.46

Summary:
SMILES: CC1(C)CCCC(C)(C)N1O.CC1(C)CCCC(C)(C)N1O.CC1(C)CCCC(C)(C)N1O.CC1(C)CCCC(C)(C)N1O.CC1(C)CCCC(C)(C)N1O.CC1(C)CCCC(C)(C)N1O.CC1(C)CCCC(C)(C)N1O.CC1(C)CCCC(C)(C)N1O.CC1(C)CCCC(C)(C)N1O.CC1(C)CCCC(C)(C)N1O
Highest occupied orbital energy: -7.98 eV
Net charge: 0
Lowest unoccupied orbital energy: 0.3 eV
Molecular weight: 1572.570 g mol⁻¹

## B
Formula: C90H190N10O10
Source: the OMol25 dataset
Level of theory: wB97M-V/def2-TZVPD

CARTESIAN COORDINATES (ANGSTROEM)
C  24.52  7.03  -29.17
C  25.66  6.28  -29.96
C  26.98  6.24  -29.18
C  27.05  5.38  -27.83
C  26.63  4.05  -28.32
C  25.28  3.84  -29.10
N  25.14  4.93  -30.17
O  23.96  4.80  -30.97
C  25.53  2.44  -29.84
C  24.12  3.78  -28.15
C  25.98  7.03  -31.35
H  24.96  8.00  -28.96
H  24.22  6.42  -28.31
H  23.72  7.14  -29.90
H  27.87  6.10  -29.80
H  27.04  7.18  -28.64
H  26.37  5.63  -27.01
H  28.09  5.37  -27.49
H  26.40  3.71  -27.31
H  27.42  3.48  -28.80
H  25.86  1.63  -29.20
H  24.59  2.09  -30.28
H  26.30  2.39  -30.61
H  24.17  2.83  -27.63
H  24.27  4.46  -27.31
H  23.09  3.81  -28.51
H  25.07  7.32  -31.87
H  26.60  6.49  -32.07
H  26.43  7.98  -31.09
H  24.38  4.34  -31.70
C  35.17  5.09  -29.59
C  34.03  5.06  -28.46
C  33.28  6.40  -28.64
C  32.21  6.57  -29.70
C  31.29  5.31  -29.83
C  32.07  4.01  -29.75
N  32.95  4.00  -28.55
O  33.50  2.62  -28.30
C  30.96  2.78  -29.76
C  32.78  3.91  -31.13
C  34.72  5.08  -26.98
H  36.10  5.41  -29.11
H  34.98  5.87  -30.33
H  35.46  4.08  -29.88
H  32.70  6.62  -27.75
H  34.12  7.03  -28.94
H  32.65  6.87  -30.65
H  31.50  7.38  -29.51
H  30.59  5.46  -30.65
H  30.66  5.31  -28.93
H  31.32  1.79  -29.50
H  30.26  3.06  -28.97
H  30.31  2.77  -30.63
H  33.65  4.53  -31.36
H  33.04  2.85  -31.23
H  32.14  4.14  -31.98
H  35.50  5.84  -26.88
H  35.09  4.12  -26.62
H  34.03  5.33  -26.17
H  32.92  2.27  -27.61
C  18.28  12.71  -24.69
C  19.20  13.98  -24.70
C  20.16  13.64  -23.56
C  21.32  14.63  -23.36
C  21.99  14.72  -24.67
C  21.13  15.24  -25.83
N  19.93  14.36  -25.90
O  19.28  14.25  -27.10
C  20.79  16.71  -25.76
C  22.12  14.99  -27.05
C  18.22  15.18  -24.23
H  18.01  12.28  -23.72
H  18.93  11.93  -25.08
H  17.36  12.87  -25.24
H  19.57  13.48  -22.66
H  20.67  12.72  -23.82
H  22.01  14.27  -22.60
H  21.11  15.63  -22.99
H  22.62  13.89  -24.96
H  22.67  15.57  -24.57
H  20.36  16.99  -24.80
H  21.66  17.32  -26.01
H  20.02  16.88  -26.52
H  22.22  13.95  -27.38
H  21.74  15.50  -27.94
H  23.11  15.40  -26.84
H  18.76  16.06  -23.90
H  17.56  15.01  -23.38
H  17.59  15.42  -25.10
H  19.64  13.45  -27.49
C  30.35  16.93  -25.55
C  31.76  16.38  -25.76
C  31.92  15.15  -24.82
C  32.64  13.89  -25.30
C  32.15  13.67  -26.77
C  32.50  14.77  -27.82
N  31.95  16.00  -27.19
O  31.64  17.04  -28.18
C  33.95  14.94  -27.95
C  31.83  14.40  -29.15
C  32.98  17.33  -25.45
H  30.22  17.72  -26.29
H  30.32  17.53  -24.63
H  29.53  16.22  -25.45
H  32.41  15.44  -23.89
H  30.95  14.86  -24.41
H  32.41  13.02  -24.68
H  33.72  13.92  -25.43
H  31.08  13.45  -26.73
H  32.71  12.81  -27.14
H  34.41  14.94  -26.97
H  34.52  14.29  -28.61
H  34.37  15.88  -28.32
H  32.03  15.17  -29.90
H  32.23  13.53  -29.67
H  30.75  14.23  -29.26
H  32.70  17.97  -24.62
H  33.10  18.12  -26.20
H  33.88  16.71  -25.41
H  30.69  16.92  -28.25
C  21.60  18.90  -32.27
C  21.05  17.50  -32.32
C  20.39  17.27  -33.68
C  20.25  15.80  -34.10
C  21.61  15.07  -33.96
C  22.16  15.23  -32.47
N  22.30  16.67  -32.12
O  22.78  16.81  -30.84
C  21.35  14.29  -31.48
C  23.55  14.57  -32.66
C  20.03  17.31  -31.15
H  20.96  19.75  -32.52
H  22.28  19.02  -33.11
H  22.09  19.20  -31.34
H  19.37  17.66  -33.77
H  20.94  17.76  -34.49
H  19.73  15.74  -35.06
H  19.54  15.19  -33.54
H  22.27  15.61  -34.63
H  21.48  14.05  -34.32
H  21.66  13.25  -31.39
H  21.58  14.79  -30.54
H  20.26  14.39  -31.55
H  24.10  14.56  -31.72
H  23.53  13.53  -32.99
H  24.15  15.17  -33.34
H  19.16  17.94  -31.28
H  20.46  17.66  -30.21
H  19.76  16.28  -30.91
H  23.44  17.49  -30.99
C  28.38  9.40  -25.64
C  27.51  9.75  -24.48
C  27.67  11.31  -24.31
C  26.67  11.90  -23.35
C  25.18  11.37  -23.60
C  24.87  9.88  -23.95
N  26.04  9.47  -24.82
O  25.89  8.22  -25.30
C  24.85  9.01  -22.61
C  23.53  9.70  -24.69
C  28.19  9.07  -23.20
H  28.06  9.85  -26.58
H  28.30  8.35  -25.91
H  29.41  9.69  -25.41
H  28.65  11.47  -23.88
H  27.75  11.83  -25.26
H  26.78  12.98  -23.41
H  27.02  11.58  -22.37
H  24.65  12.11  -24.19
H  24.79  11.53  -22.60
H  25.82  9.09  -22.12
H  24.15  9.35  -21.85
H  24.71  7.97  -22.90
H  23.62  10.32  -25.58
H  23.47  8.72  -25.16
H  22.66  10.13  -24.18
H  27.76  9.46  -22.28
H  29.26  8.90  -23.19
H  27.74  8.08  -23.15
H  25.73  8.41  -26.23
C  24.59  12.79  -28.68
C  26.11  12.59  -28.92
C  26.31  11.02  -28.67
C  27.61  10.55  -29.44
C  27.57  10.91  -30.95
C  27.36  12.37  -31.27
N  26.30  12.89  -30.33
O  26.27  14.28  -30.56
C  28.71  13.17  -30.99
C  26.93  12.45  -32.80
C  26.87  13.35  -27.75
H  24.22  12.57  -27.68
H  23.95  12.28  -29.40
H  24.36  13.83  -28.91
H  26.53  10.83  -27.62
H  25.39  10.48  -28.89
H  27.67  9.46  -29.44
H  28.48  11.06  -29.04
H  26.71  10.40  -31.39
H  28.43  10.55  -31.52
H  28.95  12.85  -29.98
H  29.59  12.83  -31.53
H  28.79  14.21  -31.28
H  27.41  13.28  -33.32
H  27.50  11.66  -33.29
H  25.86  12.30  -32.87
H  26.25  14.16  -27.38
H  27.77  13.83  -28.12
H  27.21  12.70  -26.94
H  26.98  14.52  -29.97
C  25.30  11.55  -37.79
C  26.09  12.86  -37.87
C  25.86  13.31  -39.40
C  26.34  14.72  -39.56
C  25.54  15.77  -38.72
C  25.41  15.38  -37.25
N  25.34  13.85  -37.08
O  25.05  13.49  -35.77
C  26.67  15.93  -36.45
C  24.20  16.09  -36.58
C  27.53  12.65  -37.34
H  25.61  10.74  -38.46
H  24.22  11.66  -37.90
H  25.42  11.06  -36.82
H  26.42  12.60  -40.01
H  24.79  13.25  -39.56
H  26.26  14.85  -40.64
H  27.41  14.90  -39.45
H  24.60  15.75  -39.28
H  25.82  16.81  -38.87
H  26.89  15.40  -35.52
H  27.51  15.55  -37.04
H  26.82  16.99  -36.26
H  23.26  15.65  -36.89
H  24.21  16.13  -35.49
H  24.29  17.15  -36.83
H  27.75  11.60  -37.53
H  27.65  12.74  -36.26
H  28.19  13.34  -37.86
H  25.64  14.02  -35.23
C  21.14  8.59  -31.12
C  20.04  8.84  -30.08
C  18.76  9.44  -30.85
C  17.45  9.20  -30.07
C  17.27  7.70  -29.87
C  18.34  7.22  -28.82
N  19.70  7.51  -29.41
O  20.65  7.00  -28.47
C  18.03  7.92  -27.49
C  18.21  5.71  -28.75
C  20.34  10.00  -29.04
H  21.77  9.49  -31.13
H  20.67  8.45  -32.09
H  21.76  7.73  -30.88
H  18.66  10.52  -30.75
H  18.64  9.08  -31.87
H  16.63  9.65  -30.63
H  17.42  9.88  -29.22
H  17.54  7.19  -30.79
H  16.40  7.30  -29.33
H  18.63  8.82  -27.36
H  16.98  8.20  -27.36
H  18.26  7.23  -26.68
H  17.29  5.21  -28.44
H  18.42  5.31  -29.74
H  18.91  5.27  -28.04
H  20.97  9.72  -28.20
H  19.51  10.54  -28.59
H  20.97  10.78  -29.46
H  21.06  6.32  -29.01
C  31.33  19.91  -31.17
C  30.33  19.69  -32.28
C  31.00  18.70  -33.37
C  29.99  18.02  -34.24
C  28.81  17.39  -33.45
C  28.07  18.33  -32.40
N  29.01  19.21  -31.67
O  28.39  20.27  -31.08
C  27.09  19.14  -33.39
C  27.23  17.47  -31.42
C  30.28  21.06  -32.96
H  30.96  20.75  -30.58
H  32.29  20.04  -31.67
H  31.40  19.04  -30.51
H  31.73  19.24  -33.98
H  31.77  18.07  -32.92
H  30.63  17.28  -34.73
H  29.69  18.74  -35.01
H  29.03  16.41  -33.03
H  28.03  16.94  -34.08
H  27.04  20.19  -33.12
H  27.54  19.15  -34.38
H  26.04  18.94  -33.61
H  26.51  16.89  -32.00
H  27.80  16.84  -30.75
H  26.74  18.15  -30.72
H  29.74  21.75  -32.31
H  29.63  20.85  -33.81
H  31.17  21.65  -33.16
H  28.54  20.08  -30.15

Summary:
SMILES: CC1(C)CCCC(C)(C)N1O.CC1(C)CCCC(C)(C)N1O.CC1(C)CCCC(C)(C)N1O.CC1(C)CCCC(C)(C)N1O.CC1(C)CCCC(C)(C)N1O.CC1(C)CCCC(C)(C)N1O.CC1(C)CCCC(C)(C)N1O.CC1(C)CCCC(C)(C)N1O.CC1(C)CCCC(C)(C)N1O.CC1(C)CCCC(C)(C)N1O
Highest occupied orbital energy: -7.81 eV
Net charge: 0
Lowest unoccupied orbital energy: 0.2 eV
Molecular weight: 1572.570 g mol⁻¹

Among the structures shown above, A is the most stable, with the second-best lying 1145.3 kJ/mol higher.